{
  "formula": "H22O11",
  "method": "ωB97M-V/def2-TZVPD",
  "total_charge": 0,
  "spin_multiplicity": 1,
  "e_above_lowest_kj_mol": 679.6,
  "e_homo_ev": -8.48,
  "smiles": "O.O.O.O.O.O.O.O.O.O.O",
  "species": ["O", "O", "O", "O", "O", "O", "O", "O", "O", "O", "O", "H", "H", "H", "H", "H", "H", "H", "H", "H", "H", "H", "H", "H", "H", "H", "H", "H", "H", "H", "H", "H", "H"],
  "coordinates": [[-1.348, -4.926, 0.989], [0.407, -0.340, 0.605], [-2.274, 1.217, 3.390], [2.096, 0.265, 3.264], [-0.393, 3.820, -2.251], [-1.288, -3.845, -0.566], [-3.939, 0.230, -0.148], [4.764, -1.676, -3.432], [-1.712, 2.032, -2.473], [3.630, 0.939, 0.876], [-0.114, 2.324, -0.097], [2.689, -0.514, 3.602], [-0.629, 2.354, 0.713], [-0.701, -4.557, -0.812], [-1.557, 1.880, -1.544], [4.682, -2.166, -4.233], [-0.012, -0.582, -0.269], [-2.317, 1.850, 2.610], [-1.446, 1.403, 3.706], [-1.314, 3.983, -2.023], [-4.661, -0.430, -0.399], [2.849, 1.478, 0.585], [-3.763, 0.833, -0.851], [-0.301, 2.875, -2.329], [-2.612, 2.049, -2.685], [1.316, -0.206, 0.323], [3.841, -1.318, -3.159], [2.666, 0.574, 2.572], [-0.654, -4.560, 1.457], [0.783, 2.135, 0.200], [-0.761, -3.135, -0.267], [4.259, 1.566, 0.633], [-1.003, -5.822, 0.922]],
  "forces_ev_per_angstrom": [[-1.77, -5.71, 4.17], [-0.57, -0.72, -1.69], [-3.11, 0.92, -2.98], [1.52, -2.63, 1.59], [1.55, 2.77, -0.06], [-0.89, 3.20, -6.38], [-1.33, -1.89, 0.81], [-1.97, 1.59, 1.90], [0.31, -2.19, -0.38], [-3.13, -0.23, -0.17], [-0.01, 0.14, 0.22], [-1.95, 2.09, -0.68], [0.05, -0.19, 0.19], [0.10, 0.30, -0.14], [-0.30, -0.28, 0.61], [-0.47, -0.42, -0.83], [0.30, 0.48, 1.44], [-0.36, -1.38, 1.41], [3.44, 0.41, 1.62], [0.56, -0.22, -0.21], [1.62, 1.66, 0.16], [0.56, -1.05, 0.49], [-0.27, 0.24, -0.98], [0.08, 0.55, -0.20], [-2.06, -0.21, -0.29], [0.37, -0.19, 0.27], [2.44, -1.16, -1.08], [0.50, 0.54, -0.75], [2.06, 1.75, 1.87], [-0.37, -0.05, -0.04], [0.99, 1.21, 0.27], [2.60, 1.39, -0.45], [-0.49, -0.71, 0.26]],
  "lowdin_charge": [-0.062, -0.067, -0.035, -0.097, -0.103, -0.076, -0.067, -0.090, -0.039, -0.020, -0.038, 0.101, 0.052, 0.049, 0.025, 0.005, 0.072, 0.064, -0.030, 0.031, 0.085, 0.062, -0.018, -0.022, 0.038, 0.005, 0.085, -0.050, 0.015, 0.034, 0.009, 0.021, 0.060]
}

{
  "formula": "C4H11NO3",
  "method": "ωB97M-V/def2-TZVPD",
  "total_charge": 0,
  "spin_multiplicity": 1,
  "e_above_lowest_kj_mol": 401.1,
  "e_homo_ev": -9.69,
  "smiles": "CC(=O)[C@@H](C)O.NO",
  "species": ["O", "O", "O", "N", "C", "C", "C", "C", "H", "H", "H", "H", "H", "H", "H", "H", "H", "H", "H"],
  "coordinates": [[0.182, -1.630, 0.605], [0.718, 0.903, 2.232], [0.651, -0.666, -1.841], [0.669, -2.001, -2.378], [-0.349, -0.534, 0.471], [-1.836, -0.351, 0.413], [0.169, 2.040, 0.209], [0.674, 0.747, 0.827], [0.764, 0.039, 2.677], [1.649, -2.136, -2.639], [-2.131, -0.044, -0.592], [0.457, 2.108, -0.845], [0.582, 2.922, 0.707], [-2.345, -1.280, 0.676], [1.029, -0.605, -0.851], [1.728, 0.636, 0.535], [-0.920, 2.126, 0.271], [-2.148, 0.390, 1.151], [0.457, -2.664, -1.631]],
  "forces_ev_per_angstrom": [[-0.78, 0.56, -0.09], [-0.75, -0.41, 0.51], [0.78, 0.57, 2.15], [0.59, 0.54, 0.37], [2.12, -0.04, 2.31], [0.00, 0.06, 0.03], [-0.17, 0.29, -0.11], [-1.32, 0.12, -0.54], [0.13, 0.31, -0.38], [-0.30, -0.23, 0.09], [-0.04, 0.14, 0.08], [-0.10, -0.18, 0.10], [0.11, -0.23, 0.09], [0.30, -0.05, -0.23], [-0.51, -1.00, -3.71], [-0.32, -0.87, -0.57], [0.15, -0.04, 0.02], [0.09, 0.20, -0.22], [0.02, 0.26, 0.09]],
  "lowdin_charge": [0.029, -0.027, -0.213, -0.017, -0.369, -0.001, -0.044, -0.356, 0.107, 0.072, 0.100, 0.087, 0.086, 0.092, 0.090, 0.142, 0.073, 0.091, 0.061]
}

{
  "formula": "C26H18Cl2N3O4Os",
  "method": "ωB97M-V/def2-TZVPD",
  "total_charge": 1,
  "spin_multiplicity": 5,
  "e_above_lowest_kj_mol": 0.0,
  "e_homo_ev": [-10.54, -11.21],
  "species": ["Os", "Cl", "Cl", "O", "O", "O", "O", "N", "N", "N", "C", "C", "C", "C", "C", "C", "C", "C", "C", "C", "C", "C", "C", "C", "C", "C", "C", "C", "C", "C", "C", "C", "C", "C", "C", "C", "H", "H", "H", "H", "H", "H", "H", "H", "H", "H", "H", "H", "H", "H", "H", "H", "H", "H"],
  "coordinates": [[-0.373, 0.445, 0.046], [3.909, 1.157, 3.015], [4.455, 0.766, 0.158], [1.464, 1.561, 1.267], [-0.901, -1.546, -0.211], [-1.233, 0.146, 1.873], [1.446, -0.543, 0.654], [-0.529, 9.154, -5.390], [0.586, 0.990, -1.656], [-1.819, 1.791, -0.431], [-1.664, 2.889, -1.289], [-0.628, -3.799, 0.317], [3.483, 0.263, 1.569], [-0.470, 6.837, -2.771], [-0.571, -4.811, 1.233], [-1.833, -0.662, 3.975], [2.033, 0.467, 1.171], [-1.340, -0.899, 2.581], [-2.900, 3.656, -1.269], [1.601, 2.348, -3.224], [-0.536, 4.431, -2.844], [-0.843, -2.463, 0.718], [2.300, 1.199, -3.153], [-0.587, 4.475, -4.235], [-0.990, -3.289, 3.022], [-3.753, 3.011, -0.451], [1.649, 0.383, -2.149], [-0.486, 5.618, -2.116], [0.481, 2.225, -2.305], [-0.521, 6.873, -4.162], [-0.523, 8.142, -4.847], [-0.747, -4.564, 2.611], [-0.582, 5.691, -4.895], [-3.036, 1.864, 0.067], [-0.559, 3.137, -2.109], [-1.034, -2.204, 2.101], [-0.428, 5.587, -1.035], [3.685, -0.788, 1.734], [-0.630, 5.730, -5.974], [-3.382, 1.124, 0.774], [-2.668, -1.321, 4.211], [-1.034, -0.866, 4.691], [-1.134, -3.093, 4.076], [1.948, -0.585, -1.771], [-0.694, -5.373, 3.324], [-0.662, 3.558, -4.806], [-2.132, 0.376, 4.079], [-0.415, 7.761, -2.212], [-4.771, 3.276, -0.216], [-0.393, -5.825, 0.895], [-3.087, 4.546, -1.847], [-0.502, -3.984, -0.742], [1.812, 3.205, -3.841], [3.188, 0.929, -3.701]],
  "forces_ev_per_angstrom": [[-0.08, -0.47, -0.04], [0.00, 0.02, -0.01], [-0.01, -0.01, 0.01], [0.19, 0.02, 0.10], [-0.14, -0.14, -0.11], [-0.22, 0.02, 0.23], [0.04, 0.12, 0.05], [0.00, -0.03, 0.01], [0.22, 0.17, -0.08], [0.00, 0.41, -0.01], [-0.16, 0.01, -0.16], [0.01, 0.06, -0.09], [0.04, -0.03, 0.00], [0.00, 0.01, 0.02], [-0.02, -0.08, 0.14], [0.00, -0.05, 0.02], [-0.10, 0.13, 0.01], [0.14, 0.32, -0.09], [0.24, 0.00, -0.10], [-0.22, 0.12, 0.07], [-0.02, 0.03, -0.02], [0.03, -0.17, -0.09], [0.03, -0.23, 0.13], [-0.04, -0.05, 0.00], [-0.03, 0.20, -0.03], [-0.03, -0.21, 0.20], [0.12, 0.06, -0.12], [0.10, 0.00, 0.00], [0.06, 0.05, -0.06], [-0.01, 0.14, -0.06], [0.01, -0.09, 0.06], [0.04, -0.08, -0.16], [0.00, -0.02, -0.02], [-0.17, 0.11, 0.02], [-0.03, -0.10, 0.02], [-0.01, -0.17, 0.13], [-0.02, 0.00, -0.01], [0.01, -0.02, 0.00], [-0.01, 0.00, 0.01], [-0.01, 0.04, 0.01], [0.01, 0.00, 0.02], [0.00, -0.01, -0.01], [0.01, 0.01, -0.02], [0.02, 0.01, -0.01], [-0.01, 0.00, -0.01], [0.03, -0.02, 0.01], [0.00, 0.00, -0.01], [-0.01, 0.00, 0.00], [0.02, -0.04, 0.02], [0.01, 0.01, 0.00], [0.04, -0.01, 0.00], [0.00, -0.02, 0.01], [-0.05, 0.03, 0.00], [-0.01, -0.03, 0.03]],
  "lowdin_charge": [1.691, 0.657, 0.629, -0.047, -0.209, -0.151, -0.142, 0.183, -0.091, -0.101, -0.150, 0.004, -1.001, 0.004, -0.041, 0.015, -0.793, -0.315, 0.029, 0.035, -0.199, -0.329, 0.011, -0.014, -0.019, 0.008, -0.041, -0.006, -0.142, -0.209, -0.165, -0.065, 0.001, -0.035, -0.026, -0.104, 0.134, 0.070, 0.130, 0.130, 0.102, 0.107, 0.113, 0.133, 0.111, 0.131, 0.094, 0.131, 0.121, 0.116, 0.130, 0.123, 0.127, 0.124]
}

{
  "formula": "C4H10N3",
  "method": "ωB97M-V/def2-TZVPD",
  "total_charge": 1,
  "spin_multiplicity": 1,
  "e_above_lowest_kj_mol": 338.3,
  "e_homo_ev": -12.21,
  "species": ["N", "N", "N", "C", "C", "C", "C", "H", "H", "H", "H", "H", "H", "H", "H", "H", "H"],
  "coordinates": [[-0.917, -1.204, -0.185], [-0.905, 0.585, 1.121], [3.225, -0.209, -0.176], [-1.766, -0.272, -0.905], [1.950, -0.096, -0.208], [-0.336, -0.667, 0.870], [-1.711, 0.988, -0.006], [0.411, -1.083, 1.404], [-0.393, -1.836, -0.829], [-1.440, -0.073, -1.920], [-2.656, 1.287, 0.388], [-1.167, 1.779, -0.432], [1.566, 0.870, -0.075], [3.696, 0.689, -0.164], [-2.684, -0.764, -0.932], [-0.587, 1.075, 1.909], [3.712, -1.069, 0.141]],
  "forces_ev_per_angstrom": [[1.86, -1.20, -1.29], [2.23, -5.33, -0.57], [0.47, 1.14, 0.84], [0.58, 0.94, 0.88], [-1.08, -3.37, 0.72], [-3.88, 4.18, -1.98], [-0.35, -0.52, 0.48], [1.88, -1.43, 1.87], [-0.42, 0.38, 1.51], [0.30, -0.06, -0.02], [-0.82, 0.42, -0.26], [0.11, 1.30, -1.11], [0.22, 2.21, -0.78], [1.22, -0.46, 0.23], [-1.95, -0.12, -0.26], [0.03, 1.12, 0.85], [-0.40, 0.80, -1.10]],
  "lowdin_charge": [0.045, 0.075, 0.042, -0.087, -0.035, -0.085, -0.097, 0.095, 0.182, 0.133, 0.124, 0.109, 0.007, 0.110, 0.107, 0.139, 0.135]
}

{
  "formula": "C3H8F9KO13S3",
  "method": "ωB97M-V/def2-TZVPD",
  "total_charge": -2,
  "spin_multiplicity": 1,
  "e_above_lowest_kj_mol": 154.5,
  "e_homo_ev": -3.39,
  "species": ["K", "S", "S", "S", "F", "F", "F", "F", "F", "F", "F", "F", "F", "O", "O", "O", "O", "O", "O", "O", "O", "O", "O", "O", "O", "O", "C", "C", "C", "H", "H", "H", "H", "H", "H", "H", "H"],
  "coordinates": [[-30.581, 0.661, 0.262], [-31.734, 4.110, -1.452], [-34.236, 1.794, 2.112], [-29.696, 2.151, 3.994], [-30.225, 4.288, -3.687], [-35.019, -0.748, 2.486], [-27.873, 2.730, 5.852], [-36.262, 0.719, 3.461], [-31.624, 2.635, -3.699], [-28.286, 4.365, 4.525], [-34.338, 0.272, 4.265], [-27.040, 2.741, 3.855], [-29.806, 2.495, -2.547], [-31.798, 0.071, -2.241], [-31.573, 3.075, -0.447], [-35.060, 1.859, 0.932], [-31.000, 5.330, -1.225], [-29.622, 0.905, 4.719], [-28.123, 0.757, -0.694], [-29.460, 2.075, 2.564], [-32.899, 1.227, 1.921], [-27.899, -1.271, 1.767], [-31.509, -0.906, 2.569], [-34.332, 2.926, 2.985], [-30.710, 3.058, 4.437], [-33.037, 4.270, -2.022], [-28.146, 3.027, 4.566], [-34.998, 0.436, 3.114], [-30.791, 3.360, -2.899], [-27.225, -1.887, 1.468], [-32.124, -0.144, 2.411], [-31.858, -1.619, 2.027], [-27.642, 1.499, -1.071], [-28.629, -1.391, 1.152], [-31.520, 0.710, -2.907], [-31.414, -0.764, -2.521], [-27.833, -0.008, -1.196]],
  "forces_ev_per_angstrom": [[-0.53, 0.98, 0.79], [0.72, -0.30, 0.38], [-0.15, -0.16, -0.09], [0.63, -0.22, 0.11], [0.01, -0.10, -0.04], [0.06, -0.30, -0.26], [0.16, -0.10, 0.17], [-0.52, 0.07, -0.15], [0.16, -0.09, -0.03], [0.05, 0.17, -0.16], [0.29, -0.21, 0.13], [0.08, -0.19, -0.05], [0.03, 0.12, 0.06], [0.19, -0.35, 0.09], [-0.06, 0.19, -0.49], [0.05, -0.34, -0.17], [0.15, 0.01, 0.06], [0.13, -0.17, -0.16], [0.16, -0.26, -0.23], [-0.18, -0.19, -0.20], [-0.20, 0.21, -0.27], [0.15, -0.16, -0.08], [0.15, -0.09, -0.51], [0.17, 0.08, 0.25], [-0.44, 0.40, 0.05], [-0.52, -0.01, -0.20], [-0.26, 0.17, 0.15], [0.06, 0.55, 0.36], [-0.25, 0.14, -0.11], [0.04, -0.03, -0.01], [0.18, -0.20, 0.31], [-0.27, -0.06, 0.13], [-0.12, 0.19, 0.08], [-0.10, 0.03, 0.21], [-0.12, 0.24, 0.04], [-0.06, -0.04, -0.12], [0.14, 0.01, -0.03]],
  "lowdin_charge": [0.850, 0.453, 0.483, 0.437, 0.100, 0.102, 0.081, 0.098, 0.067, 0.089, 0.119, 0.089, 0.070, -0.076, -0.375, -0.308, -0.316, -0.324, -0.107, -0.364, -0.376, -0.031, -0.112, -0.283, -0.296, -0.302, -0.648, -0.672, -0.609, 0.025, -0.029, 0.017, 0.056, 0.005, 0.016, 0.035, 0.039]
}

| no. | total energy (eV) |
| --- | --- |
| 1 | -22874.470 |
| 2 | -11955.953 |
| 3 | -67418.844 |
| 4 | -8771.093 |
| 5 | -103151.502 |